Entry 1:
Formula: C3H7N3S
Source: the OMol25 dataset
Level of theory: wB97M-V/def2-TZVPD

Geometry (Å):
S1 -2.7367 -0.1687 0.0389
N1 -1.0739 -0.1958 0.0051
C1 -0.4363 -1.4609 -0.1109
N2 0.8045 -1.5482 -0.1725
N3 1.6405 -0.5757 0.3255
C2 1.1681 0.8819 0.2133
C3 -0.1741 0.9235 -0.4221
H1 -3.1003 -0.3988 1.4152
H2 -1.1045 -2.2544 -0.4212
H3 2.7044 -0.7718 -0.0102
H4 1.9708 1.4321 -0.3818
H5 0.9986 1.3357 1.2893
H6 -0.0432 0.8685 -1.5581
H7 -0.6179 1.9326 -0.2105

Computed properties:
Kohn-Sham gap	0.324	hartree
calculated total energy	-680.865016	Ha
highest occupied orbital energy	-8.1	eV
SMILES	SN1C=NNCC1
spin multiplicity	1
F_max	4.0	eV/A
relative energy (zero: lowest compared OMol25 entry of this formula, charge and spin)	73.56	kcal per mole

---

Entry 2:
Formula: C3H7N3S2
Source: the OMol25 dataset
Level of theory: wB97M-V/def2-TZVPD

Geometry (Å):
C1 -1.7305 1.4470 -1.7237
S1 -0.5841 -0.0651 -1.9181
S2 -0.6480 -1.5312 -0.5196
N1 0.4359 -1.3194 0.7676
C2 1.8281 -1.2869 0.4031
N2 0.0823 -0.4887 1.8682
C3 0.0731 0.8059 1.5507
N3 0.1108 1.9193 1.3468
H1 -1.8730 1.6194 -2.7179
H2 -1.1162 2.1474 -1.3722
H3 -2.6764 1.2889 -1.0832
H4 2.0928 -0.2683 0.0079
H5 2.5019 -1.5787 1.2228
H6 2.1074 -1.9134 -0.4272
H7 -0.6040 -0.7761 2.5946

Computed properties:
Kohn-Sham gap	0.362	hartree
calculated total energy	-1079.057970	Ha
highest occupied orbital energy	-9.3	eV
SMILES	CSSN(C)NC#N
spin multiplicity	1
F_max	5.4	eV/A
relative energy (zero: lowest compared OMol25 entry of this formula, charge and spin)	68.36	kcal per mole